56
Properties=species:S:1:pos:R:3:lowdin_charge:R:1 method="wB97M-V/def2-TZVPD" total_charge=+1 e_tot_ev=-42655.1813 spin_multiplicity=1 gap_ev=7.1
C -1.37550 0.39508 -1.69284 -0.092
C -0.47120 1.28523 -2.55702 -0.222
C 1.01564 0.93245 -2.44441 -0.192
N 1.73353 1.64930 -1.36414 0.047
C 1.48415 1.06793 -0.07738 -0.227
C 1.91603 -0.22648 0.17208 0.095
C 1.63741 -0.74303 1.41996 -0.152
C 2.01724 -2.13691 1.75950 -0.003
B 3.58021 -2.11298 2.16284 -0.631
O 3.99860 -1.05661 2.95373 0.160
O 4.44025 -3.05846 1.71201 0.207
C 0.94945 0.16731 2.27686 -0.186
P 0.43600 -0.39467 3.98435 0.478
N -0.88773 -1.18252 3.84269 -0.133
O 0.32262 0.91290 4.86082 -0.110
O 1.57524 -1.22033 4.70891 -0.106
N 0.58811 1.38659 2.01366 0.173
N 0.86653 1.84074 0.79812 -0.031
C 0.41758 3.21810 0.48181 -0.083
C 1.62013 4.19556 0.45073 -0.203
C 2.78697 3.76713 1.35615 -0.087
H -1.13709 0.46457 -0.62523 0.056
H -2.41389 0.71268 -1.81598 0.080
H -1.33996 -0.64840 -2.01335 0.069
H -0.78110 1.12402 -3.59249 0.116
H -0.62585 2.34707 -2.35307 0.099
H 1.49276 1.23661 -3.37842 0.126
H 1.10286 -0.16268 -2.40157 0.117
H 2.72799 1.52388 -1.53488 0.137
H 2.43074 -0.81708 -0.57309 0.155
H 1.97787 -2.70852 0.82763 0.133
H 1.38994 -2.57872 2.52758 0.105
H 4.83588 -0.68233 2.65756 0.119
H 5.32538 -2.86704 2.04675 0.123
H -1.20483 -1.27067 2.88500 -0.009
H -0.57081 1.27173 4.77863 0.095
H 1.24411 -2.13164 4.72329 0.096
H -0.24514 3.50887 1.29497 0.131
H -0.15293 3.20609 -0.44002 0.108
H 1.95946 4.25989 -0.58217 0.101
H 1.25121 5.15694 0.80899 0.114
H 3.32234 2.90625 0.94078 0.065
H 3.51388 4.57443 1.41928 0.083
H 2.39265 3.48092 2.33403 0.076
C -4.06957 -1.98409 -4.18183 -0.359
O -2.95314 -2.18103 -4.62279 0.005
N -4.55410 -2.48599 -3.02648 -0.202
C -5.90143 -2.20055 -2.56877 -0.055
C -3.70049 -3.33833 -2.22005 -0.042
H -4.80119 -1.35395 -4.71461 0.133
H -5.86287 -1.70343 -1.59725 0.088
H -6.46187 -3.13188 -2.47112 0.092
H -6.41355 -1.55306 -3.27711 0.084
H -2.80077 -2.78870 -1.93668 0.074
H -3.40345 -4.20597 -2.81008 0.096
H -4.22427 -3.66625 -1.32589 0.088